Record 1
Density functional theory data (ωB97M-V with the def2-TZVPD basis set) for a 2-piece molecular cluster, C5H13N overall in a non-equilibrium geometry.

The geometry in XYZ format:
```
19
Properties=species:S:1:pos:R:3:nbo_charge:R:1
C -0.483 4.367 -0.817 -0.65
C -1.546 3.336 -1.189 -0.18
C -1.434 2.073 -0.777 -0.38
H 0.560 4.059 -0.863 0.21
H -0.614 4.667 0.228 0.22
H -0.657 5.276 -1.389 0.21
H -2.518 3.807 -1.274 0.19
H -2.263 1.384 -0.862 0.19
H -0.479 1.602 -0.578 0.19
C 1.788 -3.218 1.656 -0.42
N 0.440 -2.807 1.276 -0.62
C 0.267 -2.809 -0.212 -0.43
H 2.521 -2.556 1.179 0.19
H 2.102 -4.144 1.142 0.16
H 1.815 -3.215 2.741 0.21
H -0.231 -3.495 1.609 0.35
H 1.168 -3.264 -0.630 0.17
H -0.582 -3.291 -0.702 0.20
H 0.147 -1.772 -0.538 0.19
```

The HOMO energy comes out at -8.90 eV. As for the multiplicity: 1. As for the SMILES: C=CC.CNC. As for the total charge: 0.

=====

Record 2
Density functional theory data (ωB97M-V with the def2-TZVPD basis set) for C10H30O5P2PdSSi as an isolated structure in a non-equilibrium geometry.

The geometry in XYZ format:
```
50
Properties=species:S:1:pos:R:3:nbo_charge:R:1
Pd -0.313 -0.951 -0.112 0.69
Si -0.819 -2.092 -1.988 0.61
P 1.749 1.062 -1.613 1.21
P -2.002 -0.997 1.373 1.13
H 0.434 1.610 -1.437 0.13
C 2.695 2.241 -0.634 -0.98
H 3.550 2.572 -1.241 0.23
H 3.030 1.713 0.277 0.32
H 2.055 3.087 -0.357 0.27
C 1.826 1.488 -3.374 -0.96
H 2.830 1.870 -3.601 0.24
H 1.072 2.263 -3.575 0.26
H 1.589 0.603 -3.978 0.25
C 2.652 -0.497 -1.402 -0.96
H 3.416 -0.547 -2.191 0.26
H 2.002 -1.382 -1.469 0.27
H 3.138 -0.495 -0.415 0.30
C -1.950 0.346 2.557 -1.00
H -2.840 0.265 3.192 0.23
H -1.978 1.298 2.014 0.27
H -1.002 0.288 3.134 0.33
C -3.574 -0.991 0.507 -0.98
H -4.380 -0.986 1.251 0.24
H -3.651 -1.878 -0.131 0.25
H -3.630 -0.098 -0.128 0.29
C -1.759 -2.519 2.302 -0.98
H -2.522 -2.584 3.082 0.24
H -0.747 -2.487 2.729 0.29
H -1.828 -3.367 1.615 0.25
C -1.863 -1.163 -3.277 -1.08
H -1.243 -0.474 -3.854 0.23
H -2.673 -0.607 -2.802 0.26
H -2.286 -1.910 -3.954 0.23
H 0.448 -2.494 -2.669 -0.18
H -1.616 -3.287 -1.574 -0.16
C -1.714 2.382 -1.382 0.23
O -1.707 1.155 -1.193 -0.69
C -0.772 3.370 -0.771 -0.70
H -1.327 4.245 -0.414 0.20
H -0.061 3.716 -1.532 0.17
H -0.225 2.946 0.071 0.23
C -2.776 3.029 -2.239 -0.66
H -3.345 3.732 -1.622 0.19
H -3.450 2.272 -2.654 0.21
H -2.312 3.584 -3.062 0.20
O 2.796 0.486 1.863 -0.98
S 1.409 0.036 1.960 2.52
O 0.531 0.898 0.994 -0.98
O 1.269 -1.405 1.414 -0.94
O 0.810 0.102 3.302 -0.98
```

The HOMO energy (spin up / spin down) comes out at -4.16 / -7.87 eV. As for the multiplicity: 5. As for the total charge: 0.

=====

Record 3
Density functional theory data (ωB97M-V with the def2-TZVPD basis set) for one molecule with the formula C2H2ClP in a non-equilibrium geometry.

The geometry in XYZ format:
```
6
Properties=species:S:1:pos:R:3:nbo_charge:R:1
C 0.146 0.089 -0.693 -0.30
C 0.315 0.352 0.595 -0.50
P 2.048 0.976 -0.028 0.64
Cl 3.346 -0.566 -0.006 -0.30
H -0.630 -0.411 -1.248 0.23
H -0.183 0.274 1.568 0.23
```

The HOMO energy comes out at -9.16 eV. As for the multiplicity: 1. As for the SMILES: ClP1=CC=1. As for the total charge: 0.

=====

The following ΔE to the lowest compared entry with this formula, charge and spin values (in eV) correspond, in order, to the records above: 2.2818, 0.4304, 1.2103.